{"formula": "C11H9N2O2", "method": "ωB97M-V with the def2-TZVPD basis set", "species": ["O", "O", "N", "N", "C", "C", "C", "C", "C", "C", "C", "C", "C", "C", "C", "H", "H", "H", "H", "H", "H", "H", "H", "H"], "xyz": [[2.533, -3.237, 0.526], [0.548, -2.544, 1.137], [-0.673, -0.393, -0.320], [1.639, -2.419, 0.644], [-1.424, -0.590, -1.436], [-1.155, -0.543, 0.875], [-2.521, -0.804, 1.090], [2.304, 1.721, -0.339], [3.057, -0.462, 0.527], [1.062, 1.187, -0.690], [3.312, 0.904, 0.242], [-3.332, -0.811, -0.074], [0.720, -0.088, -0.416], [1.958, -1.046, 0.228], [-2.809, -0.833, -1.316], [-3.437, -0.823, -2.160], [-2.976, -0.885, 2.056], [-0.402, -0.428, 1.706], [2.486, 2.725, -0.627], [0.331, 1.762, -1.287], [-4.400, -0.833, 0.136], [3.820, -1.001, 1.140], [4.293, 1.303, 0.630], [-0.780, -0.460, -2.282]], "charge": 1, "smiles": "O=[N+]([O-])c1ccccc1-[n+]1ccccc1", "gap_ha": 0.3225, "max_force_ev_per_a": 8.37, "e_tot_ha": -684.1411}



{"formula": "C4H12OS2", "method": "ωB97M-V with the def2-TZVPD basis set", "species": ["S", "S", "O", "C", "C", "C", "C", "H", "H", "H", "H", "H", "H", "H", "H", "H", "H", "H", "H"], "xyz": [[0.958, -0.247, -0.527], [0.027, -1.384, 0.880], [3.421, -1.312, -1.983], [1.391, 1.416, 0.292], [0.418, 2.430, -0.270], [-2.745, -0.887, 1.050], [-1.657, -1.723, 0.293], [1.533, 1.338, 1.357], [-0.656, 2.125, -0.222], [-1.698, -1.591, -0.794], [0.493, 3.407, 0.288], [-1.855, -2.778, 0.517], [-3.669, -1.441, 1.172], [-3.025, 0.022, 0.524], [3.630, -0.870, -1.159], [2.388, 1.274, -0.157], [0.532, 2.802, -1.292], [2.776, -2.001, -1.941], [-2.261, -0.581, 1.971]], "smiles": "CCSSCC.O", "gap_ha": 0.3333, "max_force_ev_per_a": 3.11, "e_tot_ha": -1031.1772}



{"formula": "C16H16As2Cl4LuO2", "method": "ωB97M-V with the def2-TZVPD basis set", "species": ["Lu", "As", "As", "Cl", "Cl", "Cl", "Cl", "O", "O", "C", "C", "C", "C", "C", "C", "C", "C", "C", "C", "C", "C", "C", "C", "C", "C", "H", "H", "H", "H", "H", "H", "H", "H", "H", "H", "H", "H", "H", "H", "H", "H"], "xyz": [[-1.260, 0.653, -1.241], [-0.806, -0.879, 1.049], [0.980, -1.031, -1.859], [-5.196, 3.686, -0.090], [-1.179, 7.106, 0.513], [0.777, 5.149, -0.885], [-4.096, 6.281, 1.065], [-0.178, 2.498, -1.053], [-2.934, 1.904, -1.283], [-3.043, 5.136, 0.331], [-0.733, 4.693, -0.323], [2.662, -2.878, -0.344], [-3.503, 3.902, -0.119], [-2.053, -2.095, 1.854], [-2.541, 3.105, -0.759], [0.948, -3.190, 1.837], [1.416, -2.436, -3.246], [1.907, -4.158, 1.567], [2.778, -4.014, 0.497], [-1.667, 5.508, 0.284], [-1.129, 3.419, -0.738], [0.710, -2.175, 0.881], [-0.308, 0.183, 2.602], [1.573, -2.058, -0.193], [2.564, 0.211, -2.102], [3.238, -2.750, -1.237], [3.603, -4.688, 0.323], [0.840, -2.173, -4.150], [2.135, 1.214, -1.932], [-3.042, -1.626, 1.996], [-2.186, -2.992, 1.194], [0.387, -3.224, 2.777], [2.772, 0.039, -3.135], [2.507, -2.506, -3.426], [0.963, -3.376, -2.862], [3.358, -0.128, -1.401], [0.773, 0.107, 2.614], [-0.496, 1.222, 2.365], [2.088, -4.981, 2.299], [-1.777, -2.460, 2.852], [-0.851, -0.201, 3.479]], "charge": 1, "gap_ha": 0.2088, "max_force_ev_per_a": 2.94, "e_tot_ha": -8317.3804}



{"formula": "C10H12CoN2O5", "method": "ωB97M-V with the def2-TZVPD basis set", "species": ["Co", "O", "O", "O", "O", "O", "N", "N", "C", "C", "C", "C", "C", "C", "C", "C", "C", "C", "H", "H", "H", "H", "H", "H", "H", "H", "H", "H", "H", "H"], "xyz": [[1.972, 1.697, -2.433], [0.665, 3.050, -4.519], [1.222, 3.082, -0.012], [1.896, -1.081, -3.256], [1.003, -0.018, -0.079], [5.198, 0.730, -0.624], [-1.236, -0.282, -0.178], [-0.078, -0.854, 1.767], [-1.319, -1.129, 2.451], [4.392, 1.168, -1.308], [1.914, 0.022, -2.920], [-1.218, 0.433, -1.432], [1.129, -0.819, 2.559], [-0.003, -0.360, 0.459], [1.519, 2.518, -0.974], [-2.295, -1.702, 1.465], [-2.508, -0.726, 0.335], [1.317, 2.513, -3.672], [-3.252, -1.877, 1.959], [-3.044, -1.206, -0.490], [-1.718, -0.202, 2.897], [-3.131, 0.134, 0.660], [-2.226, 0.425, -1.840], [1.023, -0.104, 3.386], [-0.928, 1.481, -1.295], [1.953, -0.519, 1.912], [-1.107, -1.835, 3.264], [-0.540, -0.054, -2.139], [-1.942, -2.674, 1.083], [1.343, -1.811, 2.977]], "charge": 2, "gap_ha": [0.3511, 0.2291], "spin_multiplicity": 4, "max_force_ev_per_a": 13.92, "e_tot_ha": -2256.0159, "s_squared": 3.7939}